C59H53HgN2O2P4S3 | wB97M-V/def2-TZVPD

Structure (XYZ):
```
124
Properties=species:S:1:pos:R:3:forces:R:3:lowdin_charge:R:1
Hg 0.488422 0.285494 -0.156992 -0.35 -0.05 0.04 0.877
S -1.589935 -0.469398 2.891907 -0.63 0.31 0.16 0.170
P 0.138244 -1.387859 2.706116 0.36 0.04 -0.75 0.302
C 0.645119 -1.565595 1.062527 1.17 -0.24 0.69 -0.728
P 2.068229 -2.389990 0.532769 -0.90 -0.16 0.29 0.301
S 2.523134 -2.088025 -1.365392 0.05 0.14 -0.58 0.191
C 3.639313 -2.100108 1.454996 0.06 0.05 -0.11 -0.338
C 4.355802 -0.966486 1.061301 0.13 -0.13 0.02 -0.136
C 5.583488 -0.671393 1.626880 -0.04 0.04 0.03 -0.089
C 6.103650 -1.490591 2.622079 0.05 -0.07 -0.02 -0.112
C 5.390666 -2.604872 3.033093 0.10 -0.03 0.12 -0.098
C 4.165337 -2.911263 2.454688 -0.08 0.11 -0.10 -0.110
C 1.830598 -4.210227 0.645169 0.12 -0.02 -0.06 -0.342
C 0.537360 -4.720146 0.666402 0.05 0.03 0.17 -0.099
C 0.317727 -6.089516 0.658492 0.00 -0.05 0.01 -0.095
C 1.391693 -6.965469 0.609979 -0.07 -0.07 -0.01 -0.117
C 2.683296 -6.464418 0.528161 0.12 -0.03 0.02 -0.105
C 2.902231 -5.095693 0.532467 -0.10 -0.01 0.05 -0.110
C 0.036817 -3.032950 3.514653 -0.18 -0.18 -0.15 -0.340
C 1.152977 -3.668563 4.052250 -0.05 0.13 -0.05 -0.095
C 1.065489 -4.967924 4.525244 -0.01 -0.15 0.02 -0.091
C -0.148621 -5.640267 4.486830 0.03 0.00 0.04 -0.114
C -1.274699 -4.997984 3.990955 -0.05 -0.15 -0.04 -0.104
C -1.181360 -3.708349 3.494469 0.09 0.05 0.04 -0.118
C 1.308209 -0.572425 3.858889 -0.11 -0.02 -0.04 -0.340
C 1.036367 -0.654719 5.225156 0.17 0.06 -0.02 -0.115
C 1.912957 -0.099714 6.140549 0.00 -0.01 0.06 -0.105
C 3.060158 0.549608 5.694306 0.02 0.04 -0.02 -0.111
C 3.303904 0.673288 4.335932 0.09 0.06 0.03 -0.076
C 2.420625 0.124874 3.414390 -0.11 -0.05 -0.02 -0.078
H 3.942191 -0.339968 0.279491 0.05 0.02 -0.04 0.074
H 6.145638 0.187610 1.280292 -0.05 0.05 0.04 0.100
H 7.070753 -1.273664 3.060819 -0.01 0.02 0.01 0.089
H 5.800948 -3.254009 3.798864 -0.03 0.01 0.02 0.092
H 3.631676 -3.797483 2.772074 0.02 -0.02 -0.03 0.085
H -0.289060 -4.022383 0.702708 -0.04 0.07 0.05 0.084
H -0.694584 -6.473112 0.701661 -0.02 0.00 0.00 0.096
H 1.224003 -8.036564 0.627759 0.00 0.00 -0.03 0.087
H 3.522672 -7.148010 0.458751 0.01 0.02 0.00 0.090
H 3.907702 -4.705641 0.432864 0.01 -0.01 0.02 0.101
H 2.091769 -3.131580 4.104362 -0.01 -0.02 0.01 0.091
H 1.943585 -5.465757 4.921486 0.01 0.04 0.00 0.095
H -0.218209 -6.660858 4.844769 0.00 0.00 0.03 0.088
H -2.227233 -5.516641 3.983301 0.00 0.02 -0.04 0.092
H -2.047271 -3.193185 3.093534 0.00 0.00 0.02 0.062
H 0.129239 -1.150598 5.550075 0.02 -0.02 0.05 0.099
H 1.714320 -0.170909 7.204234 -0.04 0.00 0.00 0.088
H 3.753197 0.976761 6.410396 0.01 0.00 0.00 0.087
H 4.188767 1.194166 3.990692 -0.04 0.03 -0.04 0.101
H 2.578601 0.248024 2.349963 -0.03 0.05 0.13 0.071
C -6.909847 3.803896 -0.545156 0.31 -0.12 0.33 -0.415
S -6.010188 3.590168 1.018574 -0.11 0.07 -0.04 0.783
C -5.933548 1.775733 1.102466 -0.02 0.24 -0.14 -0.495
C -5.209388 1.101771 -0.054720 0.15 0.02 0.19 -0.257
C -3.722163 1.455942 -0.050810 -0.47 -0.17 -0.20 -0.312
N -2.969693 0.875826 -1.182653 0.55 0.01 0.35 -0.470
P -2.580728 -0.819976 -0.906518 -0.26 0.07 0.15 0.996
C -4.245801 -1.551581 -1.325742 0.05 -0.34 -0.19 -0.368
C -4.660723 -2.629336 -0.547988 0.09 0.17 0.06 -0.111
C -5.797024 -3.356523 -0.878272 -0.15 -0.02 -0.08 -0.102
C -6.531620 -3.011340 -2.002809 0.03 -0.08 0.07 -0.115
C -6.120112 -1.942937 -2.793737 -0.10 0.08 -0.05 -0.094
C -4.987313 -1.220142 -2.461857 -0.09 -0.02 0.17 -0.094
C -1.907497 -1.390470 -2.515369 0.00 0.04 -0.24 -0.381
C -1.409294 -2.691065 -2.478696 0.11 0.09 0.09 -0.109
C -1.014780 -3.341297 -3.634924 0.01 -0.01 -0.08 -0.089
C -1.096045 -2.687140 -4.855315 0.02 -0.05 -0.04 -0.108
C -1.579613 -1.387917 -4.906277 -0.05 0.05 -0.07 -0.093
C -2.000221 -0.746058 -3.750466 0.10 -0.12 0.13 -0.108
P -1.593059 1.797964 -1.737956 -0.11 0.03 -0.26 0.935
C -2.468268 2.618192 -3.153167 -0.01 0.06 -0.27 -0.378
C -1.666300 3.166168 -4.160609 -0.11 0.02 0.18 -0.125
C -2.225671 3.692888 -5.312641 -0.04 0.11 -0.12 -0.105
C -3.603992 3.668872 -5.494172 0.06 -0.08 0.00 -0.118
C -4.405910 3.081790 -4.524817 -0.10 0.08 -0.10 -0.101
C -3.844494 2.547203 -3.374760 0.10 0.22 0.03 -0.098
C -1.440885 3.236369 -0.606704 0.06 -0.07 -0.02 -0.374
C -1.409880 4.549872 -1.077773 -0.03 -0.07 0.03 -0.093
C -1.133587 5.599618 -0.214766 0.04 0.06 -0.07 -0.101
C -0.880935 5.355195 1.126276 -0.08 0.03 0.03 -0.095
C -0.941346 4.059214 1.609997 0.01 0.05 0.02 -0.070
C -1.211845 3.007020 0.751322 -0.03 0.04 -0.01 -0.149
H -7.335658 4.804806 -0.529875 -0.02 0.01 -0.07 0.018
H -7.707547 3.064390 -0.610175 -0.05 0.03 -0.08 0.033
H -6.225325 3.707549 -1.386066 -0.10 -0.01 -0.10 0.016
H -6.959002 1.411577 1.191273 0.03 -0.09 0.04 0.068
H -5.407132 1.575485 2.037823 -0.06 -0.06 0.03 0.077
H -5.674985 1.366170 -1.008430 -0.01 -0.06 0.00 0.089
H -5.324350 0.025637 0.071931 -0.14 0.04 -0.02 0.092
H -3.311475 1.126784 0.912314 0.12 0.04 0.00 0.074
H -3.621894 2.539878 -0.101919 -0.07 -0.08 0.07 0.082
H -4.078030 -2.884613 0.331751 -0.01 -0.03 -0.01 0.096
H -6.109288 -4.193621 -0.264160 0.02 0.02 0.01 0.093
H -7.417207 -3.576090 -2.270613 0.01 0.00 0.00 0.088
H -6.692554 -1.683764 -3.678184 0.03 0.03 0.01 0.094
H -4.672453 -0.386810 -3.078996 0.04 -0.02 -0.02 0.094
H -1.328673 -3.195913 -1.524719 0.08 -0.02 0.10 0.090
H -0.632925 -4.352543 -3.578519 0.04 0.00 0.01 0.099
H -0.783584 -3.186934 -5.765191 0.02 0.01 0.02 0.089
H -1.647760 -0.869153 -5.856755 0.01 -0.01 0.02 0.095
H -2.408804 0.249908 -3.825793 -0.02 0.04 0.01 0.063
H -0.589305 3.167083 -4.021758 0.01 0.01 -0.04 0.104
H -1.590691 4.120182 -6.080624 0.02 0.00 0.02 0.093
H -4.044738 4.081815 -6.393676 0.00 0.00 0.00 0.087
H -5.481215 3.050946 -4.666559 0.00 -0.05 0.01 0.093
H -4.474334 2.072947 -2.633759 0.01 0.01 0.00 0.070
H -1.599707 4.757552 -2.122436 0.00 0.02 0.00 0.083
H -1.102294 6.612573 -0.600418 0.03 -0.01 0.00 0.090
H -0.631347 6.173531 1.790169 0.00 0.00 0.01 0.095
H -0.747061 3.854024 2.654035 0.05 -0.04 -0.01 0.112
H -1.246405 2.001747 1.154858 0.07 -0.02 0.01 0.034
O 2.523020 4.344032 0.732470 0.00 0.02 -0.06 -0.032
C 2.222417 3.191784 0.382923 0.03 -0.12 0.00 -0.656
O 1.619809 2.303575 1.030466 0.09 -0.04 -0.08 -0.120
C 2.737630 2.765970 -1.016917 0.10 0.03 0.17 -0.183
C 3.794337 3.473872 -1.585566 0.06 0.03 -0.08 -0.024
C 4.385095 2.992616 -2.739683 -0.10 0.03 0.04 -0.090
C 3.880439 1.835014 -3.318339 0.02 0.00 -0.02 -0.084
C 2.791315 1.223449 -2.718400 -0.01 -0.01 -0.10 -0.174
N 2.243722 1.673608 -1.594081 0.04 -0.03 0.21 0.057
H 4.136545 4.365840 -1.080288 -0.02 0.00 0.02 0.104
H 5.230465 3.511467 -3.178052 0.02 -0.04 -0.02 0.092
H 4.334480 1.399072 -4.199034 -0.06 0.02 -0.04 0.090
H 2.353041 0.320813 -3.131653 0.01 0.00 0.04 0.073
```
Positions in Å, forces in eV/Å.

HOMO energy (spin up / spin down): 0.0025 / -0.0797 Eh
Charge: -2
Multiplicity: 2
Max |F|: 1.4 eV/Å